Here is 17 unconnected molecules or ions with the total composition C40H60F7N16O2S in a non-equilibrium geometry from the Open Molecules 2025 dataset. Energies are from ωB97M-V/def2-TZVPD.

Each line ends with the Löwdin charge.
Atoms and positions in Å:
1 C -0.424 2.313 -2.216  -0.0895
2 C 0.695 2.255 -1.218  -0.2507
3 O 0.057 1.976 0.092  -0.3857
4 S 1.044 1.500 1.223  1.3162
5 C 0.438 -0.134 1.604  -0.2238
6 C 1.599 -1.126 1.610  -0.4653
7 C 1.347 -2.241 2.607  -0.0296
8 O 2.783 -0.381 1.898  -0.1145
9 C 0.286 2.560 2.572  -0.5025
10 F -0.811 1.960 3.057  0.1266
11 F -0.046 3.682 1.903  0.1143
12 C 1.231 3.014 3.726  -0.3473
13 F 2.121 3.866 3.169  0.1358
14 F 0.419 3.689 4.572  0.1679
15 C 1.993 1.909 4.531  -0.5214
16 F 1.334 0.746 4.435  0.1828
17 F 2.076 2.275 5.808  0.2047
18 F 3.219 1.764 4.017  0.1692
19 H -0.044 2.716 -3.151  0.0833
20 H -1.192 2.991 -1.849  0.0796
21 H -0.891 1.342 -2.367  0.0566
22 H 1.193 3.222 -1.152  0.0546
23 H 1.436 1.490 -1.443  0.1217
24 H -0.317 -0.387 0.861  0.1008
25 H -0.054 -0.077 2.574  0.0940
26 H 1.654 -1.543 0.602  0.1127
27 H 2.277 -2.725 2.892  0.0799
28 H 0.724 -3.004 2.143  0.0603
29 H 0.818 -1.888 3.491  0.0825
30 H 3.468 -1.016 2.142  0.0964
31 C -3.254 0.955 1.189  -0.0507
32 C -2.799 0.345 -0.050  -0.2207
33 N -2.433 -0.156 -1.022  0.1583
34 H -2.709 0.513 2.022  0.0800
35 H -3.067 2.028 1.166  0.0511
36 H -4.317 0.794 1.348  0.0461
37 C 4.146 -4.487 -0.095  -0.0644
38 C 3.437 -5.023 1.055  -0.2589
39 N 2.861 -5.441 1.961  0.1371
40 H 3.521 -4.539 -0.985  0.0519
41 H 4.378 -3.437 0.091  0.0273
42 H 5.061 -5.050 -0.268  0.0883
43 C -2.076 -3.021 -1.816  -0.0687
44 C -0.898 -3.157 -0.973  -0.2444
45 N 0.015 -3.282 -0.278  0.1573
46 H -2.837 -3.724 -1.484  0.0913
47 H -2.466 -2.006 -1.747  0.0115
48 H -1.818 -3.239 -2.849  0.0881
49 C -6.998 3.041 1.561  -0.0967
50 C -6.507 1.912 2.334  -0.2795
51 N -6.111 0.994 2.907  0.1346
52 H -6.287 3.299 0.786  0.0354
53 H -7.949 2.780 1.102  0.0779
54 H -7.142 3.900 2.214  0.0847
55 C 1.952 -5.807 -4.036  -0.0671
56 C 2.744 -4.629 -3.735  -0.2833
57 N 3.402 -3.707 -3.523  0.1264
58 H 1.955 -5.980 -5.111  0.0642
59 H 2.367 -6.675 -3.526  0.0650
60 H 0.930 -5.661 -3.703  0.0612
61 C 2.772 -2.045 -7.085  -0.0694
62 C 2.088 -3.328 -7.096  -0.2745
63 N 1.553 -4.347 -7.112  0.1389
64 H 2.073 -1.257 -6.812  0.0810
65 H 3.583 -2.073 -6.359  0.0765
66 H 3.178 -1.836 -8.072  0.0838
67 C 1.206 -9.197 -2.407  -0.0684
68 C 0.123 -8.230 -2.359  -0.2824
69 N -0.661 -7.385 -2.361  0.1265
70 H 1.230 -9.679 -3.383  0.0908
71 H 2.151 -8.683 -2.239  0.0296
72 H 1.075 -9.952 -1.636  0.0835
73 C -6.726 2.091 -2.675  -0.0536
74 C -7.271 3.243 -1.974  -0.2666
75 N -7.704 4.157 -1.422  0.1437
76 H -5.725 2.318 -3.036  0.0847
77 H -6.680 1.236 -2.003  0.0838
78 H -7.364 1.845 -3.522  0.0913
79 C -10.548 6.096 -2.646  -0.0836
80 C -10.810 5.407 -3.900  -0.2914
81 N -11.014 4.848 -4.885  0.1218
82 H -10.206 5.376 -1.904  0.0556
83 H -9.772 6.844 -2.793  0.0805
84 H -11.452 6.585 -2.289  0.0813
85 C 5.529 3.999 4.976  -0.0663
86 C 6.437 4.481 3.947  -0.2825
87 N 7.126 4.872 3.113  0.1298
88 H 6.082 3.508 5.774  0.0903
89 H 4.970 4.834 5.396  0.0841
90 H 4.837 3.290 4.532  0.0477
91 C -0.235 -6.771 2.232  -0.0829
92 C -0.339 -8.211 2.084  -0.2908
93 N -0.422 -9.354 1.966  0.1159
94 H -0.577 -6.281 1.321  0.0724
95 H -0.853 -6.448 3.068  0.0809
96 H 0.802 -6.492 2.417  0.0290
97 C 1.909 6.959 3.235  -0.0768
98 C 1.719 8.260 2.617  -0.2780
99 N 1.533 9.205 1.986  0.1485
100 H 0.947 6.457 3.316  0.0796
101 H 2.571 6.371 2.601  0.0616
102 H 2.352 7.040 4.226  0.0880
103 C -4.400 6.756 1.086  -0.0514
104 C -4.198 5.378 1.503  -0.2498
105 N -4.037 4.285 1.830  0.1560
106 H -4.492 6.801 0.003  0.0890
107 H -5.311 7.146 1.536  0.0903
108 H -3.557 7.366 1.402  0.0860
109 C 4.777 -10.350 0.384  -0.0586
110 C 4.617 -9.396 -0.702  -0.2686
111 N 4.520 -8.637 -1.563  0.1293
112 H 5.809 -10.693 0.417  0.0871
113 H 4.523 -9.874 1.328  0.0867
114 H 4.114 -11.198 0.230  0.0857
115 C 5.874 1.054 -0.866  -0.0525
116 C 5.164 -0.182 -0.577  -0.2411
117 N 4.619 -1.173 -0.364  0.1665
118 H 5.204 1.904 -0.754  0.0786
119 H 6.710 1.167 -0.179  0.0898
120 H 6.254 1.028 -1.886  0.0904
121 C 1.650 6.797 -0.454  -0.0470
122 C 1.091 5.737 -1.279  -0.1934
123 N 0.670 4.855 -1.888  0.1593
124 H 2.123 6.349 0.417  0.0615
125 H 2.394 7.368 -1.006  0.0995
126 H 0.863 7.471 -0.125  0.0794

Calculated total energy ... -100235.21215 eV
Molar mass ... 962.083 g/mol
Net charge ... +1

Here is 10 unconnected molecules or ions with the total composition C40H60O20 in a non-equilibrium geometry from the Open Molecules 2025 dataset. Energies are from ωB97M-V/def2-TZVPD.

Each line ends with the Löwdin charge.
Atoms and positions in Å:
1 O 1.175 2.423 2.680  0.0717
2 C 2.123 3.197 2.880  -0.4434
3 O 1.986 4.485 2.640  0.0390
4 C 3.198 5.207 2.675  -0.1480
5 C 4.108 4.361 3.568  -0.1394
6 C 3.584 2.938 3.268  -0.0535
7 H 3.016 6.156 3.179  0.1305
8 H 3.597 5.352 1.670  0.1237
9 H 4.116 4.549 4.642  0.1162
10 H 5.151 4.488 3.279  0.1142
11 H 3.655 2.319 4.163  0.1167
12 H 4.146 2.475 2.456  0.1182
13 O 7.929 3.230 -0.091  0.1107
14 C 6.840 2.895 -0.528  -0.4248
15 O 6.053 1.820 -0.135  0.0070
16 C 4.854 1.774 -0.876  -0.1774
17 C 4.635 3.215 -1.391  -0.1316
18 C 6.083 3.607 -1.615  -0.0861
19 H 4.018 1.463 -0.250  0.1164
20 H 5.003 1.005 -1.634  0.1056
21 H 4.152 3.833 -0.636  0.1074
22 H 3.966 3.194 -2.251  0.1039
23 H 6.187 4.676 -1.426  0.1273
24 H 6.458 3.380 -2.613  0.1351
25 O -3.839 -3.228 1.646  0.1135
26 C -3.049 -3.738 2.403  -0.5048
27 O -3.483 -4.345 3.484  0.0426
28 C -2.457 -4.750 4.359  -0.1495
29 C -1.212 -4.230 3.727  -0.1835
30 C -1.544 -3.719 2.375  -0.0603
31 H -2.334 -5.833 4.364  0.1332
32 H -2.546 -4.314 5.354  0.1244
33 H -0.399 -4.944 3.601  0.1245
34 H -0.697 -3.535 4.389  0.0874
35 H -1.247 -4.463 1.636  0.1226
36 H -1.042 -2.773 2.171  0.1163
37 O 0.196 -6.767 -2.972  0.1039
38 C -0.710 -6.001 -2.781  -0.4849
39 O -1.858 -6.173 -3.416  0.0405
40 C -2.820 -5.159 -3.103  -0.1317
41 C -2.183 -4.273 -2.056  -0.1599
42 C -0.785 -4.805 -1.805  -0.0508
43 H -3.620 -5.698 -2.596  0.1287
44 H -3.111 -4.631 -4.010  0.1093
45 H -2.799 -4.451 -1.175  0.1070
46 H -2.233 -3.210 -2.290  0.0967
47 H -0.735 -5.134 -0.768  0.1099
48 H -0.065 -4.010 -2.001  0.1017
49 O 0.367 1.493 -4.955  0.0824
50 C 1.440 0.935 -4.696  -0.4526
51 O 2.338 1.539 -3.944  0.0350
52 C 3.516 0.748 -3.891  -0.1800
53 C 3.540 -0.156 -5.121  -0.1398
54 C 2.025 -0.386 -5.192  -0.0686
55 H 3.522 0.191 -2.954  0.1258
56 H 4.391 1.347 -4.142  0.1267
57 H 4.132 -1.056 -4.956  0.1224
58 H 4.003 0.276 -6.009  0.1182
59 H 1.781 -1.118 -4.422  0.1173
60 H 1.763 -0.783 -6.172  0.1241
61 O -0.518 -2.684 6.598  0.0696
62 C -0.045 -1.571 6.292  -0.4106
63 O 0.742 -1.360 5.180  0.0209
64 C 0.974 -0.056 4.930  -0.2162
65 C 0.283 0.743 6.028  -0.1268
66 C -0.222 -0.305 7.010  -0.0763
67 H 0.585 0.129 3.928  0.1145
68 H 2.054 0.061 5.016  0.1263
69 H -0.525 1.351 5.622  0.1185
70 H 1.027 1.408 6.466  0.1116
71 H -1.254 -0.120 7.307  0.1287
72 H 0.426 -0.314 7.886  0.1378
73 O -3.652 1.033 2.008  0.0918
74 C -3.890 0.287 2.957  -0.4645
75 O -2.929 -0.267 3.677  0.0470
76 C -3.446 -1.094 4.677  -0.1725
77 C -4.931 -1.234 4.431  -0.1411
78 C -5.262 -0.098 3.461  -0.0478
79 H -3.338 -0.594 5.640  0.1260
80 H -3.082 -2.121 4.711  0.1088
81 H -5.511 -1.111 5.346  0.1158
82 H -5.086 -2.270 4.129  0.1078
83 H -5.826 0.751 3.848  0.1303
84 H -5.871 -0.492 2.649  0.1319
85 O 0.124 -1.617 -2.499  0.0977
86 C 0.073 -0.885 -1.537  -0.4762
87 O 0.691 0.258 -1.460  0.0529
88 C 0.605 0.841 -0.176  -0.1396
89 C -0.609 0.139 0.438  -0.1578
90 C -0.693 -1.117 -0.254  -0.0892
91 H 0.380 1.898 -0.317  0.0915
92 H 1.436 0.761 0.525  0.1170
93 H -1.453 0.818 0.309  0.1257
94 H -0.490 0.001 1.513  0.1137
95 H -1.723 -1.424 -0.435  0.1435
96 H -0.159 -1.917 0.260  0.1282
97 O -3.188 4.961 -1.013  0.1152
98 C -2.156 4.651 -1.543  -0.4884
99 O -2.128 4.592 -2.878  0.0251
100 C -0.854 4.131 -3.408  -0.1205
101 C -0.164 3.557 -2.162  -0.1593
102 C -0.778 4.309 -0.942  -0.0400
103 H -0.389 4.931 -3.984  0.1224
104 H -1.031 3.367 -4.166  0.0986
105 H 0.926 3.568 -2.139  0.1053
106 H -0.372 2.488 -2.149  0.0920
107 H -0.171 5.204 -0.805  0.1217
108 H -0.864 3.747 -0.012  0.1145
109 O -4.786 -1.535 -4.259  0.0922
110 C -3.872 -1.257 -5.016  -0.5372
111 O -3.963 -0.244 -5.804  0.0640
112 C -2.688 0.043 -6.463  -0.0894
113 C -1.824 -1.222 -6.205  -0.1421
114 C -2.479 -1.832 -5.000  -0.0801
115 H -2.264 0.961 -6.058  0.1174
116 H -2.829 0.083 -7.543  0.1211
117 H -0.781 -0.909 -6.164  0.0936
118 H -1.916 -1.943 -7.017  0.1152
119 H -2.039 -1.448 -4.080  0.1205
120 H -2.558 -2.916 -5.088  0.1123

Relative energy (zero: lowest compared OMol25 entry of this formula, charge and spin) ... 56.6 kcal/mol
Molar mass ... 860.900 g/mol
SMILES string ... O=C1CCCO1.O=C1CCCO1.O=C1CCCO1.O=C1CCCO1.O=C1CCCO1.O=C1CCCO1.O=C1CCCO1.O=C1CCCO1.O=C1CCCO1.O=C1CCCO1